No. 1
C9H14O | the ωB97M-V functional and the def2-TZVPD basis

```
24
C9H14O, DFT the ωB97M-V functional and the def2-TZVPD basis
C 2.592 0.799 1.154
H -3.371 2.017 -1.178
H 1.899 -1.241 0.964
C -1.385 0.750 0.453
C -0.608 -1.501 0.326
O -0.139 -2.620 0.979
C -2.317 1.989 -1.477
H -0.551 -3.438 0.695
H -0.451 -2.298 -1.665
H -1.823 2.946 -1.322
C -1.145 -0.280 -1.657
C -0.704 -1.454 -1.051
C -0.994 -0.421 1.103
H 3.076 -0.758 -0.255
H 1.675 0.916 1.732
H 3.682 -0.994 1.388
H -0.948 -0.343 2.180
H -2.508 1.914 -2.560
H 2.469 1.353 0.236
H 3.404 1.283 1.683
C 2.819 -0.699 0.794
H -1.668 1.562 1.116
H -1.412 -0.290 -2.711
C -1.593 0.807 -0.926
```

Values from the calculation:
Net charge: 0
SMILES: Cc1ccc(O)cc1.CC
Electronic energy (eV): -11606.97556
Energy above the lowest of the compared OMol25 structures with the same formula, charge and spin (kcal/mol): 15.2
Gap between HOMO and LUMO (Eh): 0.35172


No. 2
C9H14O | the ωB97M-V functional and the def2-TZVPD basis

```
24
C9H14O, DFT the ωB97M-V functional and the def2-TZVPD basis
H -1.737 0.496 -2.564
C -1.370 1.326 -1.957
H -0.035 2.618 0.052
C -1.462 -0.909 1.433
H -1.260 -1.096 0.381
C 1.904 -0.486 -1.142
H -1.254 2.207 -2.579
H -2.140 1.470 -1.205
C -0.067 0.938 -1.305
H -2.843 -2.224 2.500
H -2.248 -0.152 1.459
H -0.552 -0.413 1.788
H 3.808 0.489 1.169
O 3.671 0.033 0.333
C 1.746 1.481 0.221
H -1.779 -3.051 1.473
C 0.517 1.769 -0.343
H 0.248 -0.843 -2.429
H 2.484 -1.318 -1.514
C 0.664 -0.176 -1.682
C 2.446 0.344 -0.176
C -1.809 -2.216 2.159
H 2.202 2.137 0.943
H -1.134 -2.424 2.984
```

Values from the calculation:
Net charge: 0
SMILES: Cc1ccc(O)cc1.CC
Electronic energy (eV): -11607.39995
Energy above the lowest of the compared OMol25 structures with the same formula, charge and spin (kcal/mol): 5.5
Gap between HOMO and LUMO (Eh): 0.34092